# 1
DFT (the ωB97M-V functional and the def2-TZVPD basis) results for C23H34NOW as an isolated structure.

XYZ file:
```
60
Properties=species:S:1:pos:R:3
W -0.061 -0.445 -0.416
O 1.577 2.712 2.147
N 3.158 1.119 2.037
C 3.759 3.201 3.078
C 0.936 -0.084 -2.322
C -1.494 -0.475 1.648
C -2.790 0.408 -2.294
C -0.399 -0.588 -2.536
C -0.561 1.448 -1.418
C 1.954 2.038 -1.173
C -1.056 2.809 -1.063
C 0.834 1.140 -1.574
C -1.145 -3.498 0.240
C -3.525 0.535 0.877
C -0.250 -2.976 1.339
C -0.664 0.684 1.276
C 1.374 -2.033 -0.311
C 2.698 2.352 2.395
C 0.928 -2.243 1.082
C -0.762 -1.820 -3.296
C -2.794 -0.627 1.082
C -1.410 1.795 1.822
C -0.735 -3.156 2.790
C -1.328 0.368 -1.984
C 2.203 -0.673 -2.838
C -2.875 1.728 1.392
H -1.289 -2.843 -0.671
H 1.449 -1.713 1.914
H 2.546 0.444 1.614
H -1.807 -2.102 -3.118
H 2.889 1.476 -1.071
H -0.867 2.782 2.330
H 4.483 3.576 2.339
H -4.618 0.525 0.583
H 1.737 2.500 -0.200
H 2.476 -0.249 -3.816
H 2.416 -1.710 -0.360
H -0.258 -4.123 3.034
H -2.961 0.952 -3.237
H -3.490 2.656 1.448
H 4.150 0.822 2.245
H -3.353 0.914 -1.505
H -0.419 -2.341 3.478
H -1.841 -3.205 2.917
H -2.201 -3.687 0.563
H -3.201 -0.601 -2.404
H -0.570 3.191 -0.159
H 2.117 -1.758 -2.956
H -3.213 -1.620 0.686
H 3.258 4.050 3.541
H 4.305 2.630 3.841
H 2.105 2.842 -1.911
H -0.637 -1.664 -4.377
H -0.825 3.508 -1.883
H -0.129 -2.669 -3.010
H -2.138 2.827 -0.905
H -0.604 -4.447 -0.037
H -1.248 -1.302 2.184
H 3.032 -0.469 -2.151
H 1.131 -2.907 -0.928
```

⟨S²⟩ ... 2.035
Relative energy (zero: lowest compared OMol25 entry of this formula, charge and spin) ... 0.00 kcal/mol
Net charge ... +1
HOMO energy (spin up / spin down) ... -10.161 / -10.772 eV
Multiplicity ... 3
Electronic energy ... -29753.544 eV

=====

# 2
DFT (the ωB97M-V functional and the def2-TZVPD basis) results for a 4-piece molecular cluster, C48H66N4O8P overall.

XYZ file:
```
127
Properties=species:S:1:pos:R:3
P 5.450 1.706 -0.592
O -0.472 -7.898 -2.695
O 2.088 5.068 0.974
O -3.444 -9.226 2.789
O -4.343 -2.862 4.160
O -0.370 -9.048 -0.879
O -3.255 -4.426 3.160
O 1.042 -0.630 -0.667
O -1.958 -7.863 3.528
N -2.412 -8.983 3.378
N -0.542 -8.013 -1.488
N 3.711 2.176 -0.352
N -4.280 -3.833 3.435
C 1.541 5.494 -4.795
C -2.238 6.460 0.374
C -3.356 7.423 0.083
C -0.229 -12.226 4.954
C 2.900 1.665 0.805
C -6.637 -5.926 1.455
C -5.525 -4.337 2.837
C -1.657 -10.112 3.939
C 3.134 5.868 1.511
C -2.133 -11.396 3.747
C -2.063 4.966 -1.685
C -1.081 3.219 -3.351
C -0.155 2.170 -2.689
C -7.837 -5.267 1.688
C -1.408 -12.459 4.259
C 2.565 5.954 -2.566
C -2.529 2.700 -3.434
C -1.909 6.140 1.804
C 2.441 2.913 -4.843
C -0.858 -6.805 -0.705
C -1.484 -4.565 0.755
C 2.266 5.019 -3.709
C -0.980 4.631 -2.739
C 1.546 2.923 -0.806
C -6.710 -3.672 3.089
C -5.466 -5.461 2.031
C 6.546 3.047 0.014
C -1.410 -4.491 -0.626
C 3.299 7.106 0.641
C 1.302 -0.333 0.648
C 3.517 3.055 -2.612
C 2.732 0.140 0.914
C 2.750 2.253 -1.543
C -1.495 5.908 -0.646
C 2.706 3.694 -3.721
C -7.874 -4.144 2.505
C 1.191 -1.801 0.374
C 5.865 0.053 0.048
C -0.488 -9.858 4.633
C -1.093 -5.618 -1.372
C 1.727 3.398 -5.920
C 1.703 2.615 0.731
C 0.143 2.398 -1.200
C -0.922 -6.896 0.673
C -1.237 -5.766 1.407
C 1.259 4.703 -5.889
C 0.228 -10.928 5.144
C 1.921 3.841 1.666
H 1.042 3.932 2.309
H 6.949 -0.032 -0.003
H 1.930 5.794 -1.695
H -3.051 -11.567 3.205
H 1.169 6.511 -4.799
H -1.873 5.067 1.960
H -4.527 -5.967 1.856
H -2.845 2.195 -2.524
H 2.351 7.343 0.161
H -2.340 4.068 -1.131
H 1.546 2.763 -6.776
H -4.282 7.228 0.627
H -0.570 3.090 -0.752
H 4.170 2.341 -3.108
H 4.080 5.311 1.522
H 5.438 -0.687 -0.626
H 2.353 6.972 -2.895
H -0.731 -7.833 1.175
H -6.728 -2.801 3.727
H -0.140 -8.846 4.774
H 0.759 2.040 -3.264
H 2.950 -0.193 1.926
H 3.624 7.965 1.222
H -1.295 -5.821 2.482
H 4.120 3.841 -2.150
H -2.969 8.397 0.397
H 2.439 1.277 -1.915
H -2.953 5.378 -2.170
H 3.543 1.925 1.649
H -1.035 -5.570 -2.449
H 0.337 -13.059 5.349
H 2.774 3.693 2.336
H -0.027 1.451 -0.690
H 0.495 0.100 1.236
H 0.742 2.230 1.050
H -3.515 7.489 -0.992
H 3.781 3.175 -0.124
H 5.503 -0.173 1.051
H 7.140 3.338 -0.847
H 3.272 -0.408 0.145
H -0.760 3.307 -4.392
H -2.565 6.648 2.509
H -1.740 -3.685 1.330
H 1.566 3.975 -1.074
H -1.763 -13.469 4.114
H 4.027 6.940 -0.152
H 7.217 2.684 0.790
H -2.587 2.014 -4.280
H -0.668 1.209 -2.771
H 3.620 5.946 -2.291
H -0.893 6.515 2.020
H -8.810 -3.635 2.687
H -0.026 4.752 -2.230
H 0.216 -2.204 0.134
H -0.441 6.187 -0.708
H 5.991 3.929 0.337
H -3.193 3.527 -3.686
H -1.082 5.363 -3.539
H -8.748 -5.630 1.230
H -1.607 -3.552 -1.129
H 1.979 -2.250 -0.219
H 1.145 -10.750 5.688
H 0.706 5.089 -6.734
H -6.611 -6.802 0.822
H 2.889 6.185 2.529
H 2.792 1.887 -4.859
```

Net charge ... +1
HOMO energy ... -9.040 eV
Electronic energy ... -82456.119 eV

=====

# 3
DFT (the ωB97M-V functional and the def2-TZVPD basis) results for a 2-piece molecular cluster, C7H12N2S overall.

XYZ file:
```
22
Properties=species:S:1:pos:R:3
S 0.986 -1.132 1.308
N 0.886 2.566 0.656
N -0.293 1.043 -0.447
C -0.532 0.155 -1.457
C 0.621 0.007 -2.457
C 0.842 -2.387 2.619
C -0.387 2.410 1.188
C 0.920 1.720 -0.291
C -1.128 1.500 0.511
C -1.646 -0.493 -1.657
H 1.253 -1.977 3.597
H -0.134 -1.349 0.686
H 0.280 -0.623 -3.232
H 0.901 1.047 -2.785
H 1.790 1.710 -0.876
H -0.764 3.016 2.109
H -2.168 1.166 0.774
H -1.581 -1.316 -2.421
H -2.620 -0.646 -1.043
H 1.325 -0.505 -1.842
H -0.211 -2.729 2.514
H 1.661 -3.186 2.547
```

Relative energy (zero: lowest compared OMol25 entry of this formula, charge and spin) ... 55.30 kcal/mol
Net charge ... 0
HOMO energy ... -8.721 eV
Electronic energy ... -21266.816 eV

=====

# 4
DFT (the ωB97M-V functional and the def2-TZVPD basis) results for a 3-piece molecular cluster, C15H34BNO12P3 overall.

XYZ file:
```
66
Properties=species:S:1:pos:R:3
P 2.974 -0.870 2.283
P -2.345 1.072 -3.490
P -2.197 -2.520 2.314
O -1.770 -1.516 3.499
O -3.736 1.409 -4.232
O -1.284 0.960 -4.696
O 3.511 0.642 -0.087
O -2.388 -0.112 -2.577
O -1.988 -1.645 0.977
O -1.965 2.463 -2.770
O 3.752 -0.089 3.670
O -0.239 2.868 3.017
O -1.494 -3.839 2.322
O 1.864 0.414 1.836
O -3.801 -2.611 2.447
N 1.878 4.223 2.359
C 2.550 -2.129 -3.736
C -4.917 1.204 -3.481
C -1.927 -2.362 -0.242
C -0.808 2.461 -1.958
C 1.537 -2.170 -2.426
C 2.200 1.547 2.711
C 3.222 -0.195 -1.264
C 1.887 -1.175 -1.167
C -4.305 -3.400 3.506
C -2.504 -0.327 3.685
C 4.225 -0.104 -2.572
C 4.174 -0.230 0.938
C 2.656 0.835 4.116
C 3.864 -1.103 -3.839
C -1.039 2.094 -5.498
B 1.222 2.869 2.726
H -2.234 -1.701 -1.057
H -1.081 2.180 -0.938
H 5.140 0.634 -2.590
H 1.712 0.320 4.633
H -2.944 0.033 2.751
H -2.590 -3.231 -0.225
H 5.038 0.375 1.459
H -5.703 1.855 -3.873
H -0.787 1.762 -6.509
H -5.281 -3.006 3.800
H 2.329 4.008 1.419
H 1.238 -1.119 -0.193
H -3.641 -3.372 4.374
H 3.989 -1.901 2.532
H 0.608 -2.884 -2.332
H -0.189 2.645 -5.087
H 2.077 -1.389 3.323
H -1.910 2.753 -5.551
H 3.233 1.463 4.933
H 2.297 -2.874 -4.617
H 4.533 -1.093 -4.799
H -0.654 2.996 2.092
H 3.236 1.999 2.330
H -3.298 -0.508 4.416
H -0.054 1.768 -2.342
H -4.762 1.438 -2.424
H -4.424 -4.431 3.166
H -1.834 0.442 4.078
H 2.362 -1.927 1.491
H 4.620 -1.139 0.306
H -0.898 -2.686 -0.418
H -0.385 3.468 -1.950
H -5.234 0.163 -3.585
H 2.686 4.296 3.016
```

Net charge ... -1
HOMO energy ... -4.079 eV
Electronic energy ... -70704.268 eV

=====

# 5
DFT (the ωB97M-V functional and the def2-TZVPD basis) results for C18H43AlF6NO6S2Si2 as an isolated structure.

XYZ file:
```
79
Properties=species:S:1:pos:R:3
S -1.275 -0.072 2.625
S -1.336 2.446 1.103
Si 3.407 1.069 0.389
Si 0.715 2.291 -6.321
Al 0.000 0.000 0.000
F 0.141 4.237 -0.131
F -0.170 -1.773 4.305
F -1.675 5.051 0.938
F 0.120 4.376 2.117
F -1.396 -0.134 5.254
F -2.418 -1.841 4.196
O -2.910 -0.499 -5.569
O -0.984 1.530 -0.108
O -0.198 -0.625 1.680
O -0.450 -1.747 -1.032
O -2.872 2.486 1.069
O -2.585 -0.246 1.837
N -0.955 1.659 2.663
C 2.901 1.961 1.945
C 0.428 -2.517 -1.873
C -2.774 -1.522 -6.558
C -1.314 -1.008 4.187
C -5.118 0.257 -4.906
C -0.286 2.047 -4.734
C -3.918 0.481 -5.829
C 4.809 -0.103 0.802
C -4.031 -2.383 -6.744
C 4.151 2.318 -0.790
C -2.562 -3.011 -1.641
C 1.564 0.717 -6.887
C -0.650 4.127 0.994
C 2.044 3.582 -6.071
C 2.027 0.083 -0.463
C -1.604 -2.466 -0.579
C -0.359 2.945 -7.713
C 0.965 -3.820 -1.262
H -5.581 -0.713 -5.076
H 5.030 2.787 -0.350
H -5.875 1.024 -5.061
H 2.024 -0.941 -0.105
H 2.084 2.652 1.746
H -3.338 -3.617 -1.174
H -3.066 -2.197 -2.148
H -4.807 0.301 -3.863
H 2.274 0.019 -1.521
H 0.178 -4.558 -1.115
H 2.585 1.266 2.718
H 1.614 4.580 -6.023
H -2.167 -1.788 0.053
H 3.456 3.116 -1.040
H 4.996 -0.792 -0.020
H 1.278 -1.893 -2.128
H -0.777 1.096 -4.693
H -4.358 -2.817 -5.800
H -2.062 -3.636 -2.378
H 5.730 0.448 0.986
H 0.249 3.250 -8.564
H -1.295 -3.296 0.052
H 3.729 2.543 2.347
H 0.860 -0.108 -6.973
H -1.113 2.741 -4.802
H -2.472 -1.088 -7.511
H 4.467 1.842 -1.717
H -4.858 -1.805 -7.155
H 2.594 3.405 -5.151
H 4.604 -0.689 1.694
H -3.835 -3.204 -7.434
H 0.303 2.361 -3.910
H -1.954 -2.170 -6.253
H -1.062 2.197 -8.069
H -3.507 1.468 -5.624
H 1.712 -4.269 -1.916
H 2.027 0.856 -7.863
H -0.056 -2.730 -2.824
H 2.759 3.574 -6.892
H 2.350 0.421 -6.195
H -0.931 3.813 -7.387
H 1.439 -3.635 -0.302
H -4.224 0.506 -6.876
```

Relative energy (zero: lowest compared OMol25 entry of this formula, charge and spin) ... 28.99 kcal/mol
Net charge ... +1
HOMO energy ... -11.676 eV
Electronic energy ... -93457.898 eV